No. 1
Density functional theory data (ωB97M-V/def2-TZVPD) for a molecular structure, C35H60O30 at a distorted geometry.

The geometry in ORCA input format:
```
! wB97M-V def2-TZVPD RIJCOSX def2/J DEFGRID3
* xyz 0 1
C -3.46386 3.25034 -3.48463
C -3.44886 1.73880 -3.44660
O -3.22355 1.41063 -2.10661
C -3.32773 2.47405 -1.34153
O -3.16751 2.53515 -0.13170
O -3.11544 3.54294 -2.11220
H -4.42895 3.60728 -3.84418
H -2.67185 3.55393 -4.16921
H -2.75057 1.34645 -4.18589
H -4.43291 1.43231 -3.80127
C -1.04915 0.18858 -3.13151
C -0.31608 -1.05080 -3.47655
O -0.68368 -1.95436 -2.54383
C -1.84751 -1.59622 -1.98635
O -2.50227 -2.22749 -1.17320
O -2.12416 -0.39142 -2.40606
H -1.45332 0.62405 -4.04536
H -0.40618 0.95787 -2.70388
H 0.76993 -0.96933 -3.43132
H -0.66554 -1.54571 -4.38267
C -1.76957 4.50771 0.43646
C -1.28645 4.95304 -0.97471
O -2.24750 6.00518 -1.18311
C -2.95845 6.27174 -0.05153
O -3.73434 7.20910 0.05268
O -2.68756 5.46643 0.85161
H -1.02494 4.27001 1.19616
H -2.38011 3.61127 0.32813
H -1.32813 4.10437 -1.65745
H -0.28182 5.36840 -0.89522
C 0.92647 -4.85545 -1.74161
C -0.04535 -4.34035 -0.71961
C -1.22252 -5.22939 -0.35679
O -0.84090 -5.46601 1.00779
C 0.08547 -4.66567 1.39989
O 0.53704 -4.77267 2.51702
O 0.73741 -4.23622 0.38870
H 0.57745 -4.61591 -2.74606
H 0.94929 -5.94152 -1.65199
H 1.96794 -4.53419 -1.72659
H -0.46106 -3.36453 -0.97072
H -1.33198 -6.06883 -1.04341
H -2.17739 -4.70945 -0.43422
C -2.88462 -3.06800 0.89255
C -3.31798 -1.62552 1.25332
C -3.39613 -0.67656 0.06216
O -4.66373 -0.09981 0.17100
C -5.31902 -0.61982 1.14797
O -6.41170 -0.27926 1.64143
O -4.62717 -1.68156 1.62366
H -1.82588 -3.25697 0.71514
H -3.45662 -3.41861 0.03349
H -3.15952 -3.70412 1.73391
H -2.82753 -1.13658 2.09505
H -3.37613 -1.25141 -0.86371
H -2.65511 0.10978 0.20593
C -0.77511 1.44825 3.07872
O -1.40995 0.25617 3.39093
C -0.81195 -0.90497 3.14150
O 0.32746 -1.02029 2.61708
O -1.56001 -1.98757 3.48905
C -1.09385 -3.26897 3.10594
H 0.00885 1.57539 3.82527
H -1.45904 2.28888 3.19573
H -0.35955 1.37723 2.07355
H -1.15986 -3.39781 2.02560
H -1.95485 -3.83278 3.46495
H -0.14285 -3.52387 3.57364
C 6.13381 -2.16787 0.53430
O 4.79822 -1.74514 0.50520
C 4.01041 -2.11429 1.52528
O 4.32837 -2.63236 2.62633
O 2.73719 -1.86443 1.19866
C 1.72014 -2.34555 1.93531
H 6.54676 -2.19787 1.54261
H 6.80226 -1.53266 -0.04689
H 6.26428 -3.17023 0.12643
H 1.19459 -2.94565 1.19249
H 1.12016 -1.47874 2.21232
H 1.94505 -2.80190 2.89929
C 1.96129 2.59975 -1.57734
C 1.90039 1.10842 -1.95816
O 1.49627 0.80312 -3.30330
C 2.29702 0.92372 -4.39636
O 1.94821 1.22370 -5.54585
O 3.54687 0.44222 -4.03971
C 4.60393 0.35437 -4.94255
H 2.11703 3.21943 -2.46043
H 2.87680 2.84450 -1.03879
H 1.04178 2.95285 -1.11052
H 1.29142 0.44713 -1.34176
H 2.76121 0.48784 -1.70920
H 4.52119 -0.65005 -5.35776
H 5.56984 0.55283 -4.47806
H 4.47558 1.11254 -5.71507
C -0.71070 2.61903 -1.43325
C -1.05064 2.32584 0.02570
O -1.26118 0.95420 0.24786
C -0.29400 0.00275 0.22095
O 0.90198 0.21953 -0.02207
O -0.83356 -1.18957 0.60609
C 0.00907 -2.34778 0.55796
H -0.34843 3.64523 -1.49437
H -1.63038 2.74602 -2.00437
H -0.06541 1.90847 -1.94980
H -1.88694 3.00242 0.20161
H -0.14149 2.69891 0.49727
H 1.07629 -2.16717 0.68649
H -0.22565 -2.89817 -0.35313
H -0.39872 -3.04251 1.29226
C 1.87547 0.97171 1.36012
C 3.24829 1.07416 1.98264
O 3.16235 1.05914 3.39155
C 2.82162 2.15648 4.15682
O 2.80178 3.35512 3.75942
O 2.67220 1.66690 5.32912
C 2.69724 2.49699 6.47334
H 1.86276 0.93130 0.27094
H 1.21552 1.76707 1.70650
H 1.49537 -0.00279 1.66664
H 3.72175 1.96356 1.56683
H 3.89562 0.24256 1.70421
H 1.71934 2.96793 6.57348
H 3.45883 3.27676 6.46568
H 2.81951 1.97486 7.42229
*
```

Results
HOMO level   -7.5 eV
Molecular weight   960.84 g/mol
ΔE to the lowest compared entry with this formula, charge and spin   45.6762 eV

No. 2
Density functional theory data (ωB97M-V/def2-TZVPD) for 2 unconnected molecules or ions with the total composition C35H61N2O10SSi2 at a distorted geometry.

The geometry in ORCA input format:
```
! wB97M-V def2-TZVPD RIJCOSX def2/J DEFGRID3
* xyz 1 1
C 9.75576 -3.03487 2.63670
C 8.95998 -2.05922 1.79329
O 8.89448 -0.89091 2.14635
N 8.32550 -2.46890 0.59110
C 7.07945 -3.22105 0.84357
C 6.01884 -2.41396 1.63249
C 4.64648 -2.33451 0.90150
C 3.73631 -1.32083 1.66553
C 3.17705 -0.20928 0.80275
C 3.99007 0.52380 -0.03738
C 5.49960 0.31458 -0.11221
O 6.17722 0.68441 0.81685
O 5.95437 -0.31227 -1.22616
C 7.17981 0.23281 -1.74768
C 6.98297 1.35766 -2.76374
C 8.28184 1.68110 -3.55408
S 9.16099 3.04128 -2.75264
O 8.26823 4.13345 -2.55702
O 10.28543 3.41163 -3.54368
O 9.59868 2.44581 -1.32155
C 3.47589 1.53233 -0.83294
O 4.26830 2.28853 -1.63891
C 2.14233 1.76418 -0.77233
N 1.33445 1.07877 0.03533
C -0.09634 1.46632 -0.01930
C -0.25523 2.92660 0.48646
C 0.55521 3.19508 1.74720
O 0.17761 2.27780 2.76646
C 1.82203 0.11883 0.82710
C 0.90989 -0.64306 1.78238
O 0.46399 -1.85629 1.19623
C -0.72470 -1.70609 0.50305
C -1.88518 -1.38875 1.16060
C -3.07145 -1.18605 0.51814
C -4.35346 -0.79443 1.22739
C -3.08384 -1.31860 -0.86082
C -1.93183 -1.65529 -1.52047
C -0.73851 -1.86128 -0.86529
C 0.52677 -2.20848 -1.65219
C 0.20710 -2.69829 -3.08337
C 1.33192 -3.37171 -0.95919
H 10.21663 -3.84910 2.07339
H 9.17960 -3.43512 3.47554
H 10.56753 -2.45531 3.08126
H 8.11416 -1.59170 0.12248
H 7.38077 -4.06565 1.47455
H 6.69139 -3.65873 -0.07957
H 6.33877 -1.39265 1.85023
H 5.87618 -2.88312 2.61345
H 4.24352 -3.34933 0.93592
H 4.80381 -2.04725 -0.14061
H 4.31415 -0.84681 2.46915
H 2.96976 -1.91050 2.16284
H 7.68091 -0.59457 -2.26419
H 7.87360 0.57209 -0.97337
H 6.74552 2.26875 -2.20639
H 6.20096 1.13839 -3.49362
H 7.97557 2.09995 -4.51238
H 8.95476 0.82623 -3.65848
H 10.00526 1.58638 -1.52484
H 3.95605 2.15740 -2.54470
H 1.72670 2.55113 -1.39126
H -0.47377 1.34819 -1.03629
H -0.72484 0.85032 0.61344
H -1.30395 3.15012 0.69606
H 0.06542 3.61366 -0.30387
H 1.63500 3.12960 1.54861
H 0.35207 4.21234 2.09912
H 0.29821 2.67503 3.63350
H 0.10178 0.00094 2.12890
H 1.45195 -0.91267 2.68665
H -1.81361 -1.30382 2.24588
H -4.06794 -0.09268 2.02064
H -4.96859 -0.20711 0.54336
H -4.89318 -1.64005 1.65432
H -4.01234 -1.13047 -1.38891
H -2.01143 -1.73156 -2.59789
H 1.17330 -1.32430 -1.75817
H -0.60154 -3.43558 -3.01052
H -0.16788 -1.90388 -3.73651
H 1.06896 -3.18332 -3.54161
H 0.67563 -3.80551 -0.20362
H 1.59217 -4.13735 -1.68864
H 2.21544 -2.95711 -0.46964
O -9.63110 1.88909 0.44299
Si -8.82591 0.63080 1.13680
C -8.31445 -0.61225 -0.17046
C -9.92283 -0.23073 2.38420
C -7.28247 1.20824 2.01833
Si -10.99738 2.14343 -0.45607
C -11.22067 3.95117 -0.86005
C -12.50679 1.56218 0.48699
C -10.89371 1.18950 -2.06524
H -9.18707 -1.08691 -0.62228
H -7.69343 -1.39604 0.27004
H -7.74263 -0.12500 -0.96441
H -10.31698 0.48467 3.10907
H -9.36276 -0.99499 2.92721
H -10.76788 -0.71587 1.89211
H -7.52342 1.91404 2.81547
H -6.59344 1.69398 1.32324
H -6.77078 0.35318 2.46460
H -11.31369 4.54916 0.04860
H -12.12791 4.08873 -1.45138
H -10.37725 4.33345 -1.43880
H -12.48867 0.47968 0.62811
H -13.41743 1.81682 -0.05864
H -12.55295 2.03422 1.47077
H -10.89948 0.11292 -1.88394
H -9.97842 1.44156 -2.60549
H -11.74501 1.42880 -2.70546
*
```

Results
HOMO level   -11.4 eV
Molecular weight   758.12 g/mol

No. 3
Density functional theory data (ωB97M-V/def2-TZVPD) for 4 unconnected molecules or ions with the total composition C35H61N3O11P at a distorted geometry.

The geometry in ORCA input format:
```
! wB97M-V def2-TZVPD RIJCOSX def2/J DEFGRID3
* xyz 0 4
C -4.29802 -1.14244 6.62035
C -5.69591 -0.76482 6.99803
O -6.47305 -1.59044 7.39577
O -6.03576 0.54770 6.86305
C -6.99033 0.95726 7.78718
O -6.67989 1.45521 8.82602
C -8.45174 0.72372 7.43755
C -8.69989 0.12389 6.09258
C -9.43763 -0.96346 5.88414
P -10.39263 -2.05197 7.02821
O -9.26913 -2.72107 8.02337
O -11.12283 -0.87077 7.91788
C -9.36799 -1.19354 4.38912
O -9.37753 -2.20119 3.75507
O -9.15084 0.07971 3.85936
C -8.20786 0.60276 4.74060
O -7.27298 1.25315 4.41877
H -3.67272 -0.29022 6.41283
H -3.92045 -1.72150 7.44981
H -4.35916 -1.81497 5.77846
H -9.02230 1.62408 7.62144
H -8.77986 0.00110 8.16679
H -8.96838 -2.06461 8.66645
H -11.65847 -1.31833 8.57680
C -2.93204 3.03715 0.84729
C -2.45018 1.66316 0.31862
C -3.08213 1.37940 -1.04571
C -4.56561 1.02494 -0.96468
C -4.79480 -0.11744 0.02270
C -4.19019 0.15357 1.40030
N -2.76548 0.58431 1.30024
O -2.03176 -0.44258 1.04403
C -5.03162 1.21353 2.13357
C -4.31533 -1.10022 2.26074
C -0.94017 1.80560 0.14600
H -2.23162 3.82659 0.57784
H -3.89924 3.33505 0.44409
H -2.99760 3.04429 1.93483
H -2.55254 0.55145 -1.52862
H -2.94582 2.24899 -1.69248
H -5.15807 1.89917 -0.68186
H -4.92261 0.72789 -1.95280
H -5.86533 -0.30378 0.12845
H -4.36361 -1.03338 -0.39418
H -4.57014 1.48790 3.08323
H -6.02126 0.82213 2.35291
H -5.19435 2.12318 1.56027
H -3.85025 -1.96905 1.79771
H -5.36814 -1.33848 2.41060
H -3.85596 -0.94820 3.23971
H -0.45405 2.00218 1.10330
H -0.72603 2.63957 -0.52133
H -0.48508 0.91917 -0.29494
C 1.64880 -1.00671 -2.93497
C 1.38173 -2.32772 -2.16953
C 0.62566 -2.03220 -0.87299
C 1.49352 -1.37894 0.19943
C 2.75820 -2.20037 0.44661
C 3.54091 -2.48886 -0.83492
N 2.66166 -3.04463 -1.90204
O 2.40986 -4.28083 -1.63815
C 4.23163 -1.20068 -1.31755
C 4.68461 -3.44958 -0.52365
C 0.48559 -3.14809 -3.09243
H 0.86459 -0.81405 -3.66618
H 1.68058 -0.13401 -2.28287
H 2.58358 -1.04988 -3.49368
H 0.21368 -2.96131 -0.46717
H -0.23029 -1.38834 -1.08967
H 1.75327 -0.35447 -0.08316
H 0.92243 -1.29795 1.12610
H 3.40391 -1.67756 1.15563
H 2.47707 -3.14370 0.92564
H 4.72009 -1.35852 -2.27975
H 4.99871 -0.89037 -0.60706
H 3.56151 -0.35027 -1.41437
H 4.33537 -4.37413 -0.06695
H 5.37508 -2.98279 0.17805
H 5.23851 -3.70447 -1.42888
H 0.99729 -3.38150 -4.02789
H -0.41241 -2.57848 -3.32909
H 0.16056 -4.08161 -2.63601
C 9.16451 0.71082 -3.73397
C 7.82240 0.40549 -4.44505
C 8.05793 0.23718 -5.94731
C 8.34197 1.55481 -6.66656
C 7.25014 2.58123 -6.36639
C 7.01322 2.78075 -4.86885
N 6.82617 1.47974 -4.16567
O 5.64196 1.03492 -4.41266
C 8.19248 3.56379 -4.26150
C 5.80068 3.68312 -4.66156
C 7.35264 -0.92227 -3.86247
H 9.62495 -0.20264 -3.36039
H 9.89916 1.17815 -4.38909
H 9.01821 1.35575 -2.86796
H 7.17838 -0.22608 -6.40511
H 8.88692 -0.45593 -6.10611
H 9.32287 1.94691 -6.38425
H 8.38845 1.37827 -7.74297
H 7.51001 3.53889 -6.82215
H 6.32114 2.25596 -6.84490
H 8.09080 3.63906 -3.17810
H 8.21299 4.57698 -4.66266
H 9.16654 3.13468 -4.48279
H 4.90726 3.29224 -5.14530
H 5.99663 4.66548 -5.08955
H 5.58528 3.81062 -3.59961
H 7.16861 -0.83350 -2.79019
H 8.11418 -1.68669 -4.01237
H 6.44410 -1.29108 -4.33658
*
```

Results
HOMO level (alpha / beta)   -8.1 / -9.0 eV
Molecular weight   730.86 g/mol
Expectation value of S²   3.762

No. 4
Density functional theory data (ωB97M-V/def2-TZVPD) for 4 unconnected molecules or ions with the total composition C35H63FN4O8 at a distorted geometry.

The geometry in ORCA input format:
```
! wB97M-V def2-TZVPD RIJCOSX def2/J DEFGRID3
* xyz 0 1
C 4.88926 -2.24249 0.43166
C 5.06963 -0.93403 1.12999
O 5.60328 -0.84315 2.19955
O 4.62031 0.11750 0.44130
C 4.51926 1.33597 1.17838
C 3.53555 2.26802 0.48320
C 3.70911 2.33524 -1.04557
C 2.37006 2.42936 -1.79145
C 1.76723 3.85070 -1.89339
C 0.38084 3.97901 -1.26397
C 0.38384 4.12132 0.25130
C -1.01747 3.97734 0.88021
C -1.67544 2.65910 0.51297
C -0.85056 1.51628 0.46572
C -1.41293 0.31010 0.08920
C -2.74991 0.19827 -0.24130
C -3.59216 1.29138 -0.16583
C -3.05194 2.53277 0.22363
C -4.05049 3.67100 0.27365
C -4.25308 4.27778 -1.11272
F -3.74725 4.63561 1.21669
C -3.00102 -1.21736 -0.62636
O -3.89576 -1.63218 -1.30398
N -1.93058 -1.94516 -0.09806
C -1.65520 -3.27284 -0.64825
C -2.86975 -4.16795 -0.44744
C -2.71090 -5.26942 0.50322
O -3.46552 -4.05477 0.79476
C -0.82220 -1.04629 -0.05186
O 0.31241 -1.37959 -0.17794
H 5.79106 -2.39690 -0.15548
H 4.00500 -2.22727 -0.19682
H 4.78647 -3.00520 1.19131
H 4.15717 1.13198 2.18048
H 5.49141 1.81890 1.26347
H 3.69720 3.25702 0.90262
H 2.53660 1.89562 0.69426
H 4.27153 3.23170 -1.30567
H 4.26959 1.48579 -1.42069
H 2.54021 2.06584 -2.80338
H 1.63892 1.75105 -1.35155
H 1.63746 4.05771 -2.95502
H 2.45571 4.61163 -1.52864
H -0.22892 3.14819 -1.61769
H -0.08374 4.88129 -1.66838
H 1.11155 3.48857 0.74889
H 0.68732 5.14773 0.45792
H -1.57840 4.84359 0.56492
H -0.87202 3.95798 1.95601
H 0.20049 1.56576 0.70263
H -4.64075 1.19008 -0.41259
H -4.99431 3.22869 0.59014
H -3.37170 4.15015 -1.73410
H -5.04501 3.72069 -1.60795
H -4.55935 5.31759 -1.07131
H -0.82373 -3.72903 -0.13385
H -1.49015 -3.19945 -1.72194
H -3.48732 -4.35106 -1.31226
H -3.45752 -6.04576 0.54952
H -1.79499 -5.34144 1.06952
C -8.49600 -4.86996 -1.87417
C -7.56780 -3.83830 -1.23976
C -7.94792 -2.38558 -1.56230
O -7.60288 -1.95437 -2.86408
C -8.51665 -2.31109 -3.88240
N -6.18555 -4.14463 -1.61217
H -8.29782 -4.99694 -2.93825
H -8.35212 -5.84196 -1.40281
H -9.54433 -4.58893 -1.75183
H -7.64958 -3.94968 -0.15438
H -7.38904 -1.73411 -0.88544
H -9.01566 -2.20646 -1.37441
H -9.54858 -2.30086 -3.51875
H -8.28664 -3.29381 -4.30154
H -8.42094 -1.57574 -4.68120
H -5.56110 -3.52218 -1.10423
H -6.06147 -3.87348 -2.58422
C 9.68247 -2.58314 -1.18336
C 8.64972 -2.89767 -2.26116
C 9.18449 -2.75206 -3.69285
O 9.30824 -1.41871 -4.14587
C 10.48976 -0.74844 -3.74824
N 7.45808 -2.07506 -2.02937
H 9.84389 -1.51122 -1.07327
H 9.34217 -2.95642 -0.21778
H 10.64213 -3.05358 -1.40643
H 8.35949 -3.94550 -2.13897
H 8.46609 -3.22067 -4.37085
H 10.13596 -3.28643 -3.81474
H 11.34326 -1.43108 -3.70538
H 10.36528 -0.25666 -2.78064
H 10.69535 0.02121 -4.49160
H 6.72916 -2.35811 -2.67929
H 7.68133 -1.12374 -2.31093
C -1.62740 3.74760 5.65014
C -1.66378 2.69799 4.54422
C -2.36489 1.39346 4.94698
O -1.60058 0.54346 5.77846
C -1.62551 0.85869 7.15776
N -0.29682 2.46326 4.06614
H -0.87947 3.51627 6.40817
H -1.37159 4.72168 5.23335
H -2.59806 3.83710 6.14175
H -2.24007 3.11977 3.71341
H -2.55006 0.81586 4.03656
H -3.34310 1.59538 5.40333
H -2.60082 1.24905 7.46266
H -0.84534 1.57776 7.41895
H -1.43055 -0.06166 7.70742
H -0.33796 1.84432 3.25949
H 0.18481 1.91239 4.77224
*
```

Results
HOMO level   -9.0 eV
Molecular weight   686.91 g/mol
SMILES   CC(=O)OCCCCCCCCc1cc2c(cc1[C@H](C)F)C(=O)N(C[C@H]1CO1)C2=O.COC[C@@H](C)N.COC[C@@H](C)N.COC[C@@H](C)N

The records above yield total energy values of -3625.2763 -3209.2331 -2703.3317 -2292.1652 Eh, respectively.